{"formula": "C27H74O13", "method": "the ωB97M-V functional and the def2-TZVPD basis", "energy_ha": -2050.7159, "de_lowest_kcal_mol": 294.1, "total_charge": 0, "homo_energy_ha": -0.340, "e_lumo_ev": 0.31, "largest_force_ha_per_bohr": 0.1609, "smiles": "CC(C)O.CC(C)O.CC(C)O.CC(C)O.CC(C)O.CC(C)O.CC(C)O.OCCO.OCCO.OCCO", "elements": ["C", "C", "C", "O", "H", "H", "H", "H", "H", "H", "H", "H", "C", "C", "C", "O", "H", "H", "H", "H", "H", "H", "H", "H", "C", "C", "C", "O", "H", "H", "H", "H", "H", "H", "H", "H", "C", "C", "C", "O", "H", "H", "H", "H", "H", "H", "H", "H", "C", "C", "C", "O", "H", "H", "H", "H", "H", "H", "H", "H", "C", "C", "C", "O", "H", "H", "H", "H", "H", "H", "H", "H", "C", "C", "C", "O", "H", "H", "H", "H", "H", "H", "H", "H", "O", "C", "C", "O", "H", "H", "H", "H", "H", "H", "O", "C", "C", "O", "H", "H", "H", "H", "H", "H", "O", "C", "C", "O", "H", "H", "H", "H", "H", "H"], "coordinates": [[-4.509, -5.106, -2.076], [-3.056, -4.470, -1.829], [-3.085, -3.022, -1.251], [-2.496, -5.324, -0.912], [-5.092, -4.366, -2.891], [-4.856, -5.542, -1.129], [-4.304, -6.129, -2.604], [-2.529, -4.425, -2.665], [-2.058, -2.773, -0.988], [-3.694, -3.101, -0.322], [-3.499, -2.168, -1.898], [-1.590, -5.109, -1.004], [-4.684, 1.247, 1.519], [-4.718, 2.606, 0.697], [-5.140, 3.634, 1.579], [-3.353, 2.785, 0.290], [-4.103, 0.497, 0.990], [-5.602, 0.906, 1.502], [-4.349, 1.256, 2.577], [-5.294, 2.392, -0.096], [-5.308, 4.576, 1.071], [-4.657, 3.950, 2.500], [-6.111, 3.480, 1.904], [-3.050, 2.028, -0.062], [-1.396, -1.226, 4.304], [-1.159, -2.573, 3.514], [-1.995, -2.569, 2.316], [0.200, -2.726, 3.096], [-0.837, -1.317, 5.225], [-2.369, -1.087, 4.525], [-1.087, -0.450, 3.642], [-1.594, -3.317, 4.080], [-1.893, -1.652, 1.681], [-2.987, -2.728, 2.602], [-1.694, -3.312, 1.648], [0.410, -1.898, 2.697], [1.600, 3.711, -2.440], [0.553, 3.225, -3.422], [0.746, 3.733, -4.901], [0.557, 1.818, -3.462], [1.672, 4.709, -2.503], [2.610, 3.221, -2.770], [1.283, 3.275, -1.565], [-0.400, 3.445, -3.210], [0.659, 4.816, -4.913], [0.065, 3.592, -5.845], [1.666, 3.204, -5.143], [-0.021, 1.307, -4.076], [4.412, -2.226, 2.579], [5.587, -2.458, 1.577], [5.871, -3.941, 1.390], [5.241, -1.947, 0.340], [4.016, -1.358, 2.462], [4.644, -2.766, 3.531], [3.476, -2.744, 2.219], [6.519, -1.962, 1.763], [5.180, -4.378, 0.917], [5.718, -4.235, 2.279], [6.921, -4.115, 1.144], [5.948, -1.633, -0.172], [3.669, 2.664, 1.167], [3.587, 2.244, 2.632], [4.797, 1.988, 3.415], [2.905, 3.321, 3.286], [4.227, 1.862, 0.688], [3.991, 3.637, 1.063], [2.720, 2.499, 0.669], [3.092, 1.288, 2.687], [5.657, 2.685, 3.487], [5.442, 0.964, 3.037], [4.481, 1.679, 4.278], [2.849, 2.974, 4.305], [-1.616, -1.167, -4.509], [-2.311, 0.208, -4.785], [-3.158, 0.819, -3.688], [-1.420, 1.138, -5.199], [-2.068, -1.850, -3.960], [-0.711, -1.187, -4.030], [-1.323, -1.487, -5.429], [-2.755, 0.129, -5.796], [-2.509, 1.423, -3.072], [-3.923, 0.111, -3.289], [-3.752, 1.760, -4.072], [-1.957, 1.897, -5.415], [1.272, -0.662, 1.606], [0.907, 0.399, 0.808], [-0.139, 0.040, -0.241], [-0.551, 1.223, -0.972], [1.611, -1.335, 1.021], [0.366, 1.356, 1.458], [1.794, 0.785, 0.249], [-0.924, -0.264, 0.194], [0.190, -0.687, -0.870], [0.061, 1.539, -1.565], [0.612, -5.136, -1.473], [0.791, -3.911, -0.981], [2.336, -3.692, -0.696], [2.569, -2.357, -0.252], [1.267, -5.231, -2.104], [0.483, -3.067, -1.708], [0.170, -3.903, -0.162], [3.003, -3.900, -1.555], [2.858, -4.397, 0.046], [3.427, -2.233, -0.235], [1.452, 5.496, 1.708], [0.151, 5.308, 2.303], [-0.676, 4.212, 1.630], [-1.955, 4.394, 2.204], [1.825, 4.620, 1.891], [0.218, 4.958, 3.425], [-0.457, 6.193, 2.446], [-0.306, 3.156, 2.009], [-0.613, 4.208, 0.584], [-2.657, 4.020, 1.737]]}